Model a:
8
Properties=species:S:1:pos:R:3:nbo_charge:R:1 method="wB97M-V/def2-TZVPD" smiles=OO.N total_charge=0 lumo_ev=0.84 orbital_gap_ev=10.22
H 0.529 0.383 -0.291 0.478
H 2.630 -0.434 0.736 0.448
H -1.862 0.658 -0.619 0.364
H -1.513 -0.938 -0.466 0.369
H -2.055 0.030 0.817 0.374
N -1.393 -0.054 -0.013 -1.087
O 1.401 0.696 -0.021 -0.485
O 2.264 -0.342 -0.144 -0.462

Model b:
8
Properties=species:S:1:pos:R:3:nbo_charge:R:1 method="wB97M-V/def2-TZVPD" smiles=NO.O total_charge=0 lumo_ev=0.98 orbital_gap_ev=11.78
H -1.276 0.184 -0.106 0.488
H -2.484 -0.179 0.797 0.463
H 0.587 -1.069 -0.641 0.482
H 1.735 1.253 -0.171 0.343
H 2.301 0.089 0.867 0.340
N 1.887 0.207 -0.082 -0.523
O -2.282 0.169 -0.075 -0.965
O 0.523 -0.385 0.054 -0.627

model b (26.1 kcal/mol below the next structure)

Model a:
22
Properties=species:S:1:pos:R:3:nbo_charge:R:1 method="wB97M-V/def2-TZVPD" total_charge=0 lumo_ev=0.86 orbital_gap_ev=8.90
C 0.152 -0.501 0.036 -0.208
C 0.493 -1.342 1.263 -0.593
C -1.008 -1.097 -0.767 -0.608
C 1.402 -0.347 -0.930 0.701
C -0.002 0.967 0.415 0.375
N -2.352 1.141 0.728 -0.651
N 1.129 0.195 -2.139 -0.826
N 1.139 1.771 0.457 -0.820
N -1.044 1.516 0.922 -0.349
O 2.486 -0.817 -0.655 -0.626
H -2.919 1.782 1.275 0.365
H -2.552 0.175 0.971 0.335
H 0.297 0.743 -2.277 0.399
H 1.902 0.321 -2.774 0.405
H 1.018 2.599 1.023 0.397
H 2.004 1.296 0.673 0.382
H 0.606 -2.385 0.976 0.222
H 1.428 -1.009 1.709 0.230
H -0.292 -1.252 2.014 0.211
H -0.630 -1.840 -1.468 0.227
H -1.729 -1.578 -0.108 0.209
H -1.529 -0.338 -1.346 0.224

Model b:
22
Properties=species:S:1:pos:R:3:nbo_charge:R:1 method="wB97M-V/def2-TZVPD" smiles="CN1NN=N[C@H]1C(C)(C)O" total_charge=0 lumo_ev=0.83 orbital_gap_ev=9.76
C -0.462 0.125 -0.711 0.094
C 1.772 0.979 -0.149 -0.645
C -0.202 1.261 1.435 -0.642
C 0.018 -2.433 -0.849 -0.429
C 0.333 1.248 -0.014 0.194
N -1.841 0.248 -0.637 -0.246
N -2.460 -0.551 0.068 0.054
N -1.719 -1.532 0.534 -0.326
N -0.296 -1.469 0.152 -0.323
O 0.094 2.430 -0.773 -0.705
H -0.125 -0.005 -1.669 0.195
H 2.097 0.175 0.453 0.222
H 2.558 1.735 0.118 0.223
H 2.129 0.667 -1.170 0.218
H -1.314 1.155 1.437 0.231
H 0.218 0.403 2.015 0.231
H 0.151 2.260 1.784 0.210
H -0.093 -3.315 -0.238 0.206
H -0.702 -2.386 -1.676 0.178
H 1.034 -2.226 -1.163 0.207
H -1.822 -1.911 1.399 0.387
H 0.633 3.144 -0.346 0.467

model a (90.3 kcal/mol below the next structure)

Model a:
25
Properties=species:S:1:pos:R:3:nbo_charge:R:1 method="wB97M-V/def2-TZVPD" total_charge=0 lumo_ev=-0.46 orbital_gap_ev=7.48
C 3.169 0.017 1.391 -0.197
C 2.248 -0.359 0.670 -0.031
C 0.017 -0.083 -0.340 0.132
C -1.013 -0.527 0.466 -0.576
C 0.924 -2.306 0.040 0.331
C 1.301 -0.923 -0.312 -0.430
C -0.642 -1.469 1.439 0.205
C 0.187 1.296 -0.902 -0.643
C 1.751 -3.512 -0.349 -0.636
C -2.757 2.189 0.871 -1.099
N 0.075 -2.462 0.992 -0.432
Si -2.698 0.276 0.979 1.258
Br -4.194 -0.511 -0.605 -0.369
H 3.910 0.133 2.139 0.241
H 1.657 -0.759 -1.388 0.266
H 0.905 1.723 -0.314 0.230
H -0.731 1.983 -0.769 0.227
H 0.677 1.216 -1.803 0.222
H 1.253 -4.458 -0.004 0.248
H 2.686 -3.250 -0.095 0.224
H 1.682 -3.548 -1.516 0.213
H -2.124 2.603 -0.008 0.232
H -3.702 2.624 0.838 0.250
H -2.375 2.709 1.710 0.246
H -3.294 -0.439 2.274 -0.114

Model b:
25
Properties=species:S:1:pos:R:3:nbo_charge:R:1 method="wB97M-V/def2-TZVPD" total_charge=0 lumo_ev="-0.52 / -0.91" orbital_gap_ev="6.32 / 5.42"
C -1.026 1.020 3.455 -0.219
C -1.138 0.474 2.395 -0.001
C 0.063 -0.737 0.630 0.016
C 1.070 0.167 0.390 -0.605
C -1.498 0.953 0.045 0.345
C -1.240 -0.144 1.082 -0.415
C 0.681 1.523 0.138 0.052
C 0.155 -2.200 0.346 -0.634
C -2.820 1.020 -0.633 -0.659
C 2.504 -0.756 -2.406 -1.116
N -0.564 1.794 -0.247 -0.499
Si 2.549 0.016 -0.672 1.292
Br 1.859 3.027 0.252 0.047
H -0.932 1.486 4.390 0.231
H -2.045 -0.885 1.080 0.243
H -0.282 -2.780 1.160 0.216
H 1.197 -2.493 0.224 0.213
H -0.382 -2.463 -0.571 0.211
H -2.839 1.858 -1.325 0.238
H -3.621 1.138 0.098 0.224
H -3.006 0.097 -1.188 0.222
H 2.211 -0.026 -3.158 0.258
H 3.481 -1.142 -2.689 0.250
H 1.794 -1.577 -2.457 0.248
H 3.827 0.630 -0.339 -0.158

model b (7.5 kcal/mol below the next structure)

Model a:
11
Properties=species:S:1:pos:R:3:nbo_charge:R:1 method="wB97M-V/def2-TZVPD" total_charge=-1 lumo_ev=4.01 orbital_gap_ev=5.72
O 2.368 -2.184 0.341 -0.974
H 2.430 -1.310 0.741 0.467
C -1.433 -0.591 -1.037 -1.094
S 0.070 0.079 -0.559 0.044
C -0.198 1.595 0.555 -0.811
H -1.899 -0.080 -1.883 0.153
H -2.112 -0.998 -0.293 0.157
H 1.477 -2.111 -0.060 0.495
H -1.254 1.845 0.469 0.205
H 0.105 1.372 1.575 0.178
H 0.446 2.383 0.151 0.181

Model b:
11
Properties=species:S:1:pos:R:3:nbo_charge:R:1 method="wB97M-V/def2-TZVPD" total_charge=-1 lumo_ev=4.07 orbital_gap_ev=6.94
S -1.665 0.827 -0.948 -1.073
H -2.973 1.060 -0.627 0.104
C 1.647 -0.393 0.551 -0.081
O 1.043 -1.149 -0.524 -0.741
C 0.829 -0.193 1.711 -0.667
H 1.955 0.538 0.151 0.150
H 2.603 -0.830 0.814 0.146
H 0.236 -0.683 -0.668 0.500
H -0.215 0.296 1.401 0.272
H 1.205 0.370 2.673 0.199
H 0.626 -1.270 2.046 0.190

model b (30.4 kcal/mol below the next structure)

Model a:
21
Properties=species:S:1:pos:R:3:lowdin_spin:R:1 method="wB97M-V/def2-TZVPD" multiplicity=2 total_charge=+1 lumo_ev="-3.63 / -7.20" orbital_gap_ev="9.33 / 5.76"
C 1.085 0.429 -0.981 0.008
C 2.097 -0.658 -0.870 0.148
C 3.355 -0.630 -1.497 0.550
N 1.800 -1.660 -0.075 0.234
H 1.217 1.058 -0.100 0.003
H 0.086 0.000 -1.015 0.000
H 1.264 1.068 -1.838 0.000
H 3.979 -1.513 -1.458 0.023
H 3.685 0.229 -2.055 0.025
H 0.836 -1.874 0.175 0.006
H 2.438 -2.446 -0.022 0.003
O -1.955 -1.195 1.070 0.000
C -2.426 -0.086 0.998 0.000
C -1.609 1.159 1.116 0.000
C -2.035 2.267 0.152 0.000
H -3.521 0.020 0.895 0.000
H -0.567 0.901 0.961 0.000
H -1.711 1.536 2.136 0.000
H -1.915 1.967 -0.892 0.000
H -1.400 3.145 0.290 0.000
H -3.046 2.637 0.308 0.000

Model b:
21
Properties=species:S:1:pos:R:3:lowdin_spin:R:1 method="wB97M-V/def2-TZVPD" multiplicity=2 total_charge=+1 lumo_ev="-3.20 / -8.55" orbital_gap_ev="12.70 / 7.09"
C 1.729 -2.316 1.625 -0.008
C 1.084 -0.931 1.512 0.015
N 0.742 -0.513 0.258 0.555
C -2.479 1.190 -0.757 0.011
C -1.250 0.206 -0.859 0.031
C 0.001 0.688 -0.192 0.042
C 1.027 1.456 -0.976 0.065
O 0.823 -0.180 2.410 0.267
H 1.563 -2.627 2.712 0.000
H 0.829 -2.809 1.114 -0.002
H 2.767 -2.540 1.320 -0.002
H 0.914 -1.218 -0.504 0.005
H -2.312 2.071 -1.329 0.000
H -2.874 1.478 0.261 0.000
H -3.330 0.782 -1.302 0.002
H -1.512 -0.720 -0.399 0.001
H -1.049 -0.007 -1.948 0.000
H -0.382 1.173 0.785 -0.001
H 0.526 1.709 -1.967 0.009
H 1.936 0.909 -1.458 0.005
H 1.247 2.199 -0.306 0.005

Model c:
21
Properties=species:S:1:pos:R:3:lowdin_spin:R:1 method="wB97M-V/def2-TZVPD" multiplicity=2 total_charge=+1 lumo_ev="-3.46 / -7.75" orbital_gap_ev="12.01 / 7.59"
C -1.678 -0.639 0.867 0.006
C -1.457 0.275 2.092 -0.003
C -0.417 -0.969 0.147 0.020
N 0.140 0.037 -0.750 0.620
C 1.519 0.468 -0.518 0.066
C 2.550 -0.657 -0.864 0.045
C -0.739 0.930 -1.486 0.070
O 0.224 -1.959 0.307 0.084
H -2.182 -1.560 1.142 0.002
H -2.390 -0.110 0.235 0.000
H -1.589 1.330 1.851 0.000
H -0.479 0.164 2.570 0.000
H -2.240 0.052 2.809 0.000
H 1.683 1.312 -1.173 0.000
H 1.547 0.703 0.545 0.031
H 2.072 -1.488 -1.390 -0.001
H 2.991 -1.056 0.042 0.000
H 3.337 -0.222 -1.470 0.005
H -1.595 0.376 -1.863 0.009
H -0.171 1.338 -2.311 0.006
H -1.126 1.676 -0.782 0.039

Model d:
21
Properties=species:S:1:pos:R:3:lowdin_spin:R:1 method="wB97M-V/def2-TZVPD" multiplicity=2 total_charge=+1 lumo_ev="-5.33 / -8.43" orbital_gap_ev="8.27 / 5.03"
C -1.397 -0.865 -0.147 0.028
C -0.133 -1.496 -0.810 0.025
C 1.053 -0.595 -0.651 0.142
C 1.496 0.089 -1.782 0.429
C 1.983 0.778 1.112 0.226
C 1.615 -0.439 0.642 0.061
N -1.738 0.472 -0.565 0.018
H -2.238 -1.539 -0.324 0.000
H -1.245 -0.844 0.942 0.003
H -0.332 -1.688 -1.856 0.000
H 0.027 -2.439 -0.281 0.003
H 1.118 0.083 -2.799 0.018
H 2.443 0.629 -1.765 0.017
H 2.256 0.938 2.148 0.011
H 1.907 1.635 0.447 0.010
H 1.518 -1.319 1.285 -0.001
H -2.521 0.547 -1.194 0.001
H -0.953 1.027 -0.861 0.007
H -1.419 1.636 2.930 0.000
H -1.592 1.412 1.396 0.000
O -1.847 1.980 2.132 0.002

model a (7.0 kcal/mol below the next structure)

Model a:
16
Properties=species:S:1:pos:R:3:nbo_charge:R:1 method="wB97M-V/def2-TZVPD" smiles="Nc1nc(CC(=O)O)cs1" total_charge=0 lumo_ev=0.61 orbital_gap_ev=8.82
C 0.818 1.517 -1.056 0.231
C -0.078 0.264 0.428 0.122
C -1.156 -0.141 1.407 -0.502
C -1.804 -1.493 1.162 0.794
C 1.129 -0.433 0.278 -0.483
H -0.032 3.093 -2.178 0.405
H 1.548 2.526 -2.713 0.384
H -0.806 -0.317 2.543 0.226
H -1.916 0.415 1.463 0.224
H -1.543 -3.074 1.027 0.491
H 1.368 -1.432 1.042 0.283
N 0.964 2.601 -1.946 -0.815
N -0.223 1.399 -0.313 -0.492
O -0.863 -2.444 1.248 -0.668
O -2.934 -1.655 0.880 -0.579
S 2.070 0.332 -0.982 0.381

Model b:
16
Properties=species:S:1:pos:R:3:nbo_charge:R:1 method="wB97M-V/def2-TZVPD" total_charge=0 lumo_ev=-1.60 orbital_gap_ev=7.68
C -1.479 1.392 -1.140 -0.269
C -1.926 0.727 -0.029 -0.145
C -0.040 1.250 -1.126 0.136
C -0.854 0.043 0.576 0.015
C -0.552 -0.693 1.646 -0.158
N 0.356 0.505 -0.122 -0.485
N 1.058 -1.956 -0.071 -1.186
O 2.555 -0.120 -1.182 -0.947
O 2.431 -0.186 1.242 -0.930
S 1.852 -0.636 -0.015 2.362
H -2.011 2.077 -1.872 0.249
H -2.898 0.797 0.262 0.230
H 0.780 1.580 -1.699 0.247
H 0.543 -0.913 1.891 0.282
H -1.379 -1.203 2.119 0.210
H 1.564 -2.665 -0.481 0.389

model a (54.1 kcal/mol below the next structure)

Model a:
24
Properties=species:S:1:pos:R:3:lowdin_spin:R:1 method="wB97M-V/def2-TZVPD" multiplicity=2 total_charge=-1 lumo_ev="2.63 / -1.11" orbital_gap_ev="7.64 / 3.90"
O 1.481 -1.464 0.891 0.861
H 2.061 -2.171 1.230 0.012
H 2.109 -0.940 -0.644 0.009
O -1.937 1.068 1.296 0.001
H -2.664 1.400 1.816 0.000
H -0.163 0.860 1.769 0.000
O 2.697 1.675 0.284 0.000
H -0.201 2.638 -0.407 0.000
H 1.787 1.722 0.660 0.000
O -1.021 -3.121 0.580 0.000
H -0.168 -2.756 0.394 -0.001
H -1.428 -2.960 -0.299 0.000
O 0.701 0.630 2.175 0.060
H 3.127 1.224 1.025 0.000
H 1.021 -0.196 1.750 0.002
O 2.085 -0.586 -1.530 0.055
H 2.169 0.356 -1.338 0.001
H 0.098 2.679 -1.064 0.000
O -1.150 -1.003 -2.492 0.000
H -0.298 -0.610 -2.268 0.000
H -1.851 -0.461 -2.008 0.000
O -2.669 0.419 -0.952 0.001
H -3.517 0.835 -1.125 0.000
H -2.270 0.761 0.258 0.000

Model b:
24
Properties=species:S:1:pos:R:3:lowdin_spin:R:1 method="wB97M-V/def2-TZVPD" multiplicity=2 total_charge=-1 lumo_ev="3.27 / 3.13" orbital_gap_ev="3.36 / 11.13"
O 6.438 -9.318 15.598 0.031
H 5.922 -10.084 15.345 0.007
H 6.161 -9.127 16.494 0.006
O 4.112 -10.804 15.068 0.065
H 3.930 -10.988 14.147 0.022
H 3.754 -9.928 15.213 0.021
O 2.581 -8.427 14.560 0.231
H 1.999 -9.102 14.211 0.095
H 2.503 -7.700 13.941 0.089
O 4.248 -11.369 12.357 0.138
H 5.079 -11.679 11.997 0.024
H 4.213 -10.443 12.114 0.070
O 4.028 -12.064 17.543 0.018
H 3.420 -11.719 18.196 0.003
H 3.713 -11.712 16.711 0.006
O 3.323 -7.323 16.861 0.053
H 3.834 -8.118 17.015 0.009
H 2.861 -7.489 16.040 0.018
O 1.959 -13.752 13.889 0.045
H 1.350 -13.936 13.173 0.006
H 2.701 -13.319 13.467 0.011
O 5.272 -13.281 14.812 0.021
H 4.881 -12.411 14.895 0.006
H 5.034 -13.729 15.624 0.003

model b (47.6 kcal/mol below the next structure)